Record 1
Entry from the OMol25 dataset: a structure of composition C36H26LaN7O3 in a non-equilibrium geometry (ωB97M-V/def2-TZVPD).

```
73
Properties=species:S:1:pos:R:3:forces:R:3
La -0.55832 0.09908 0.17903 1.704 -1.850 -1.956
N 1.78567 -9.63535 -3.76660 -0.003 0.055 0.028
C 1.55261 -8.60608 -3.31074 0.077 -0.276 -0.109
C 1.25396 -7.32483 -2.74698 -0.110 0.319 0.115
C 0.61801 -7.23780 -1.50876 0.048 -0.075 -0.053
C 0.31151 -5.99768 -0.97935 0.017 0.054 0.028
C 0.62654 -4.83650 -1.67732 0.029 -0.107 -0.057
C 1.26542 -4.92764 -2.90907 -0.021 0.066 0.050
C 1.58151 -6.16310 -3.44482 0.029 -0.077 -0.011
C 0.26018 -3.50451 -1.11147 -0.192 0.183 -0.022
C -0.95994 -2.99328 -1.54734 0.074 -0.134 -0.072
C -1.85787 -3.66660 -2.43015 0.031 0.016 0.018
C -2.94452 -2.84749 -2.58845 -0.061 -0.034 -0.063
C -2.68342 -1.70064 -1.80390 0.150 -0.195 -0.073
N -1.50878 -1.76433 -1.18502 -0.583 -0.903 -0.499
C 1.18002 -2.96070 -0.20239 0.279 -0.144 -0.001
C 2.41890 -3.57148 0.13288 -0.096 0.009 0.000
C 3.01494 -2.77085 1.08055 0.060 0.089 0.104
C 2.12417 -1.70416 1.29556 0.011 -0.169 -0.025
N 1.03308 -1.78652 0.53004 0.406 -0.831 0.061
H 0.36988 -8.14332 -0.97183 -0.011 0.009 0.001
H -0.17883 -5.92080 -0.01723 -0.007 -0.013 -0.012
H 1.51219 -4.02006 -3.44519 -0.005 -0.018 -0.020
H 2.07973 -6.23594 -4.40205 -0.013 -0.003 -0.002
H -1.69743 -4.63620 -2.87405 -0.011 0.009 0.006
H -3.82458 -3.02563 -3.18502 0.000 0.006 0.013
H -3.33974 -0.85150 -1.69602 0.025 0.034 0.023
H 2.80454 -4.49075 -0.27822 -0.013 0.013 -0.011
H 3.96587 -2.91124 1.56890 -0.019 -0.040 0.004
H 2.25709 -0.90374 2.00831 -0.050 0.062 -0.032
O -1.88520 3.06379 -2.69360 -0.062 -0.029 -0.024
C -2.55525 2.47820 -1.87817 -0.080 0.181 -0.093
N -2.08690 1.51847 -0.99190 -0.658 0.659 -0.662
C -3.10606 1.10398 -0.19836 -0.458 0.267 -0.196
O -2.97429 0.23033 0.67256 -0.650 0.091 -0.016
C -4.36017 1.81832 -0.56810 -0.055 0.161 -0.070
C -5.63736 1.74532 -0.05600 0.013 -0.059 0.023
C -6.60313 2.56603 -0.63374 0.000 -0.039 0.058
C -6.28132 3.40873 -1.69078 0.019 0.038 -0.050
C -4.98602 3.46671 -2.20384 0.042 0.051 -0.090
C -4.03073 2.66447 -1.61960 -0.113 -0.187 0.241
H -5.87105 1.07193 0.75851 -0.014 0.033 0.012
H -7.61637 2.54947 -0.25359 -0.003 -0.006 -0.026
H -7.05267 4.03282 -2.12362 0.001 -0.009 -0.001
H -4.74197 4.11430 -3.03586 0.034 0.018 0.031
C 4.04697 1.92131 -0.62298 0.078 0.000 -0.047
C 2.75169 1.49142 -0.84323 -0.080 -0.028 -0.041
N 1.87166 1.30504 0.14391 0.378 0.233 -0.011
C 2.27734 1.56171 1.39047 0.180 0.280 -0.022
C 3.55209 2.01843 1.71188 -0.096 -0.054 -0.066
C 4.45827 2.17943 0.67273 -0.035 0.041 0.082
C 3.89959 2.23487 3.13504 -0.250 0.258 0.212
C 3.36284 3.14787 3.95323 0.067 -0.224 -0.308
C 2.43329 4.23564 3.57931 -0.041 0.227 -0.037
C 1.56562 4.78021 4.52319 0.009 -0.110 -0.046
C 0.73787 5.80846 4.10542 0.010 -0.052 0.072
N 0.76498 6.28769 2.86772 -0.072 0.091 -0.081
C 1.64113 5.72002 2.04739 -0.001 -0.028 0.036
N 2.47448 4.73249 2.33698 0.131 -0.300 -0.062
H 4.72244 2.05214 -1.45680 -0.020 -0.003 -0.008
H 2.40488 1.28573 -1.84957 -0.006 0.000 0.007
H 1.53863 1.40497 2.16686 0.007 0.035 0.028
H 5.46226 2.53062 0.87534 0.011 -0.019 -0.011
H 4.60128 1.52218 3.55567 0.043 0.033 0.057
H 3.61291 3.10662 5.00673 0.073 0.002 0.010
H 1.52937 4.40102 5.53522 -0.009 0.016 0.011
H 0.02453 6.26943 4.77998 0.032 -0.037 0.047
H 1.68226 6.10975 1.03528 0.008 -0.023 0.029
C -0.82532 2.65274 1.82502 -0.039 0.409 0.473
O -0.59546 1.27900 1.84084 -0.139 2.042 3.156
H -0.34442 3.13906 2.68469 0.007 0.061 -0.030
H -1.89619 2.88903 1.88411 0.020 -0.029 -0.026
H -0.42884 3.13991 0.91833 -0.023 -0.048 0.006
```
Forces are in eV/Å.

The frontier orbital gap comes out at 6.90 eV. The calculation puts the HOMO energy at -7.63 eV.


Record 2
Entry from the OMol25 dataset: a structure of composition C29H24N5O4Sc in a non-equilibrium geometry (ωB97M-V/def2-TZVPD).

```
63
Properties=species:S:1:pos:R:3:forces:R:3
Sc -0.03090 -0.03460 0.04870 0.025 1.671 0.484
C 3.74020 2.26230 1.00960 -0.261 -0.158 0.112
C 2.35360 1.86720 0.59930 0.162 -0.798 0.647
N 1.74810 0.81100 1.03300 0.456 0.469 -0.132
N 2.32980 -0.00720 1.94230 0.595 -0.262 0.738
C 1.53350 -1.03910 2.20260 0.851 0.809 -0.054
O 0.45460 -1.25150 1.57420 -0.256 -0.669 0.468
C 1.90390 -1.95150 3.30370 -0.072 -0.230 0.118
C 3.22480 -2.18090 3.67370 -0.108 0.074 -0.089
C 3.50490 -3.03250 4.72850 0.106 0.002 0.063
C 2.47760 -3.64120 5.43380 0.000 0.013 0.003
C 1.16240 -3.42760 5.05300 -0.032 -0.017 0.080
C 0.87470 -2.59870 3.98520 0.056 0.073 -0.141
C 1.56540 2.67230 -0.33080 -0.360 0.502 -0.523
C 2.13680 3.70710 -1.07650 -0.106 -0.343 0.248
C 1.33600 4.47410 -1.89970 -0.310 -0.111 -0.019
C -0.01810 4.18080 -1.97260 0.226 0.025 0.045
C -0.50160 3.10830 -1.23400 -0.185 0.156 -0.095
N 0.25200 2.36810 -0.43120 0.328 0.032 -0.081
H 3.94880 1.82770 1.98600 0.022 0.011 -0.053
H 4.46780 1.86190 0.30280 0.068 0.001 -0.053
H 3.84890 3.34440 1.05360 0.009 0.000 -0.005
H 4.01320 -1.70120 3.11410 0.087 0.070 0.019
H 4.53030 -3.22060 5.01070 0.096 0.011 0.008
H 2.69910 -4.27750 6.28090 0.027 -0.039 -0.036
H 0.35840 -3.90410 5.59280 -0.082 -0.059 0.050
H -0.14500 -2.43570 3.66830 -0.063 0.013 -0.015
H 3.19880 3.88420 -1.02910 0.083 0.043 0.103
H 1.76040 5.28700 -2.47350 -0.007 -0.003 -0.027
H -0.67810 4.76490 -2.59620 -0.087 -0.044 0.007
H -1.55390 2.85000 -1.28480 0.047 -0.092 0.010
C 3.17650 1.09570 -4.58970 0.152 0.006 -0.145
O 2.49020 0.63560 -3.45500 -0.140 -0.376 0.180
C 2.29040 -0.71770 -3.34230 -0.163 0.252 0.222
C 2.91100 -1.68810 -4.09630 -0.050 0.199 0.049
C 2.61430 -3.03730 -3.88240 0.011 -0.154 0.017
C 1.68340 -3.40700 -2.94780 -0.093 0.037 0.004
C 1.00390 -2.43960 -2.18800 0.546 0.796 -0.106
C -0.07990 -2.80570 -1.32330 -0.753 0.128 0.397
N -0.75960 -1.89740 -0.70780 0.240 -0.423 -0.198
N -1.86400 -2.23790 0.00690 -0.896 -0.617 0.476
C -2.38630 -1.21020 0.63770 0.035 -1.299 -0.725
O -1.90350 -0.01430 0.59610 -1.259 0.658 0.151
C -3.62370 -1.47470 1.39830 -0.117 0.143 0.254
C -3.96510 -2.76830 1.79020 0.082 0.125 -0.079
C -5.10340 -2.97790 2.54700 -0.030 -0.061 0.048
C -5.90660 -1.90680 2.91280 -0.046 0.005 -0.010
C -5.58880 -0.62610 2.48940 -0.120 0.009 0.083
C -4.44800 -0.40760 1.74180 0.201 -0.066 -0.106
C 1.34490 -1.06670 -2.33430 0.433 -0.690 -0.804
O 0.82560 -0.11000 -1.62430 0.764 0.056 -1.504
H 3.09610 2.18300 -4.56680 0.039 -0.086 -0.056
H 2.72140 0.71300 -5.51190 0.080 0.049 0.067
H 4.23560 0.81300 -4.56010 -0.056 0.019 -0.069
H 3.63430 -1.42780 -4.85330 0.054 0.101 -0.057
H 3.12100 -3.78370 -4.47380 0.046 -0.095 -0.030
H 1.44960 -4.45130 -2.79420 -0.069 -0.075 -0.014
H -0.36110 -3.85830 -1.22390 -0.104 0.176 -0.076
H -3.31970 -3.58250 1.49330 -0.016 -0.032 0.037
H -5.36820 -3.97880 2.85970 0.022 -0.039 0.025
H -6.77930 -2.06870 3.52990 -0.076 -0.033 -0.017
H -6.23080 0.20330 2.74620 -0.048 0.075 0.057
H -4.17820 0.58340 1.40660 0.018 0.064 0.050
```
Forces are in eV/Å.

The frontier orbital gap comes out at 6.93 eV. The calculation puts the HOMO energy at -7.51 eV.


Record 3
Entry from the OMol25 dataset: a structure of composition C28H43BrCoN2P2S in a non-equilibrium geometry (ωB97M-V/def2-TZVPD).

```
78
Properties=species:S:1:pos:R:3:forces:R:3
N 7.70078 0.67309 -1.29351 0.171 -0.145 0.182
C 7.14021 1.24415 -0.22810 -0.499 0.302 -0.383
C 5.74729 1.32281 -0.05910 0.180 -0.666 -0.486
C 4.91863 0.68430 -1.01238 0.793 0.123 -0.368
C 5.52226 0.17941 -2.18090 0.738 -0.035 0.263
C 6.92473 0.15687 -2.24847 -0.670 0.475 -0.026
C 3.58049 0.23368 -0.59690 1.248 -1.421 0.030
Co 1.78094 0.21824 -1.08280 -1.182 0.900 0.519
P -1.93188 -3.06905 -0.45842 2.185 0.177 0.839
C 3.06550 -1.07933 -1.05780 2.779 -0.435 1.211
C 2.93417 -2.18904 -0.08245 -0.711 0.157 -0.698
C 2.64731 -3.46361 -0.60268 0.051 -0.191 0.776
C 2.45951 -4.53327 0.27033 0.056 0.350 0.248
C 2.50939 -4.32049 1.66035 0.310 1.294 -0.887
C 2.84431 -3.05573 2.17414 -0.053 -0.033 -0.512
C 3.08391 -1.99133 1.29215 -0.477 -0.601 0.332
Br 2.06993 -5.69096 2.81156 -0.126 -0.729 0.581
H 3.34012 0.58224 0.42607 0.549 -0.692 -0.341
H 3.32730 -1.44710 -2.06173 0.294 0.407 0.459
H 5.34515 1.75428 0.85426 -0.042 -0.139 -0.122
H 4.95328 -0.29495 -2.98601 0.120 0.140 0.384
H 7.81933 1.66116 0.52932 -0.325 -0.200 -0.397
H 7.43539 -0.30293 -3.10559 -0.225 0.254 0.392
H 2.59248 -3.61597 -1.68393 0.087 0.029 0.320
H 3.33996 -1.00051 1.67461 0.008 -0.472 -0.014
H 2.27328 -5.52832 -0.10974 -0.048 -0.050 0.008
H 2.90932 -2.90548 3.24936 0.024 -0.070 -0.209
P 0.64384 0.90166 -2.71984 -1.496 0.780 -2.120
C -1.10594 -3.87503 0.96255 -0.756 -0.295 0.481
C -1.60855 -5.30334 1.21316 -0.063 -0.338 0.135
H -1.30855 -3.24776 1.84235 -0.019 -0.142 -0.195
H -0.02440 -3.86742 0.78309 -0.087 0.131 -0.216
H -1.10908 -5.72699 2.09426 -0.116 0.150 -0.278
H -2.69078 -5.31237 1.39488 0.271 -0.021 -0.006
H -1.40409 -5.96566 0.36302 0.001 0.148 0.161
C -0.74932 -3.18230 -1.83840 -0.349 -0.070 -0.649
C -1.32491 -4.09318 -2.94071 -0.041 -0.096 -0.302
H 0.20962 -3.56643 -1.45681 -0.414 0.041 0.128
H -0.56755 -2.16453 -2.21627 -0.155 -0.324 0.173
H -0.59940 -4.22260 -3.75683 -0.241 0.030 0.288
H -1.57362 -5.08687 -2.53649 0.135 0.295 -0.201
H -2.24771 -3.66303 -3.36249 0.346 -0.174 0.097
C -2.28209 -1.35588 -0.01070 -0.318 0.265 -0.131
C -3.79984 -1.13932 -0.00516 -0.379 0.199 0.159
H -1.77480 -0.69990 -0.73193 -0.148 -0.223 0.061
H -1.85364 -1.15299 0.97657 -0.093 -0.190 -0.194
H -4.04374 -0.08161 -0.11227 0.014 -0.081 0.014
H -4.27480 -1.68862 -0.82030 -0.086 0.191 0.004
H -4.24596 -1.48867 0.93252 0.100 0.013 -0.198
C -0.88445 1.82401 -2.28077 0.124 0.032 -0.231
C -1.56998 2.52770 -3.44854 -0.300 0.283 -0.120
H -0.63623 2.53140 -1.47942 -0.052 -0.111 -0.196
H -1.55471 1.08737 -1.82411 0.015 0.017 -0.048
H -1.05311 3.45142 -3.73895 -0.032 -0.276 0.076
H -1.65278 1.89159 -4.33718 0.028 0.090 0.185
H -2.58863 2.81331 -3.16516 0.163 -0.006 -0.070
C 0.09928 -0.33346 -3.96367 -0.285 0.312 -0.221
C 1.13866 -1.40495 -4.27812 -0.003 -0.282 -0.142
H -0.16904 0.22155 -4.87744 0.016 -0.259 0.242
H -0.82929 -0.78222 -3.58005 0.118 0.122 -0.204
H 2.08013 -0.97127 -4.62830 -0.108 -0.044 0.037
H 1.36091 -2.03089 -3.40546 0.007 0.152 -0.077
H 0.76917 -2.07173 -5.06932 0.123 0.217 0.157
C 1.67385 2.05636 -3.72065 -0.107 -0.301 -0.192
C 2.18150 3.26791 -2.94559 0.128 0.256 -0.032
H 1.07836 2.35687 -4.59693 0.161 -0.057 0.236
H 2.52404 1.45877 -4.09276 -0.273 0.216 0.058
H 2.97394 2.98585 -2.24300 -0.062 0.003 -0.079
H 2.61011 4.00208 -3.64345 -0.134 -0.203 0.293
H 1.38214 3.76601 -2.38035 0.111 -0.035 -0.213
S -0.07455 3.28405 1.37058 0.522 -0.844 0.107
C -0.58814 1.72389 1.90903 0.257 -0.656 -0.307
C 0.14006 0.71258 1.32740 0.374 1.668 -0.647
N 1.10686 1.21099 0.44459 -1.149 1.872 1.093
C 1.14703 2.56735 0.40256 -0.778 -2.262 1.057
H -1.38532 1.58123 2.62638 0.047 0.291 -0.058
H 0.05677 -0.37570 1.45661 0.094 0.775 0.065
H 1.92871 3.10423 -0.12503 -0.346 0.011 -0.076
```
Forces are in eV/Å.

The frontier orbital gap (spin up / spin down) comes out at 6.59 / 4.03 eV. The calculation puts the HOMO energy (spin up / spin down) at -12.82 / -13.05 eV. As for the multiplicity: 4. The total charge is +2.


Record 4
Entry from the OMol25 dataset: an isolated molecule of C3HClNP in a non-equilibrium geometry (ωB97M-V/def2-TZVPD).

```
7
Properties=species:S:1:pos:R:3:forces:R:3
N -2.32002 0.00618 -1.63882 0.078 0.047 0.172
C -1.45724 0.08332 -0.87700 -1.638 -0.112 -2.035
C -0.42493 0.18462 -0.01309 2.908 -0.787 5.286
P 1.00048 1.11108 0.85619 -2.786 -0.558 0.061
Cl 2.33099 0.61646 -0.51919 2.086 -0.051 -1.348
C 0.19116 -0.52084 0.97680 0.607 1.169 -2.220
H 0.67954 -1.48082 1.21510 -1.254 0.291 0.084
```
Forces are in eV/Å.

The frontier orbital gap comes out at 9.44 eV. The calculation puts the HOMO energy at -10.17 eV. Its SMILES is N#CC1=P(Cl)=C1.


Record 5
Entry from the OMol25 dataset: a structure of composition C6H9B3BeF12N3 in a non-equilibrium geometry (ωB97M-V/def2-TZVPD).

```
34
Properties=species:S:1:pos:R:3:forces:R:3
Be 0.02189 0.40088 -0.31368 -0.635 0.686 0.726
B 2.52606 -0.37879 1.12762 1.133 -0.518 -1.871
F 3.33523 -0.34599 2.17786 1.852 0.601 1.468
F 2.89076 -1.38863 0.23119 -0.063 -0.313 -0.214
F 1.27353 -0.53904 1.59130 -3.948 -0.569 0.154
F 2.42357 0.81874 0.36649 -0.218 0.702 -0.723
B -2.38820 1.41625 -1.52620 1.301 -1.848 0.023
F -3.52886 1.02797 -1.00134 -2.742 0.217 0.868
F -2.52202 2.32580 -2.54732 0.119 1.013 -1.841
F -1.53025 1.98748 -0.60781 1.457 -0.538 0.796
F -1.78866 0.22078 -2.01884 0.999 0.070 0.293
B 0.90838 1.79733 -2.73691 1.850 -0.639 1.491
F 0.95285 2.30963 -1.45575 -0.545 0.302 0.147
F 2.02821 2.10165 -3.45650 -0.685 0.279 -0.464
F 0.69114 0.45444 -2.58587 0.397 -2.438 1.273
F -0.24497 2.08870 -3.48137 -1.649 2.218 -1.377
C 1.95284 2.39823 3.27263 -0.084 -0.090 -0.996
C 0.91731 2.40686 2.21024 0.442 0.377 1.051
N 0.03645 2.46503 1.47666 0.184 -0.593 -0.418
H 1.60192 1.76280 4.08577 0.168 0.180 0.009
H 2.20419 3.41249 3.58280 -0.437 -0.017 0.146
H 2.87431 2.00233 2.84572 -0.116 -0.317 0.063
C -4.30843 -1.30068 1.09347 -1.048 0.415 0.212
C -3.01530 -0.70168 1.14123 3.915 0.510 -0.513
N -1.93395 -0.26344 1.12834 -1.564 -0.724 -0.533
H -4.90642 -0.58029 0.53532 -0.408 -0.024 0.209
H -4.63765 -1.38356 2.12925 -0.403 -0.060 -0.127
H -4.41609 -2.25773 0.58302 0.639 0.042 0.096
C 1.76777 -4.04414 -1.46460 -0.079 0.448 0.231
C 0.74432 -3.09655 -0.98819 -1.846 0.647 0.394
N -0.05595 -2.32469 -0.63226 1.804 -0.627 -0.746
H 2.30446 -4.42309 -0.59485 0.445 0.496 -0.130
H 2.33842 -3.42531 -2.15707 0.662 -0.248 0.295
H 1.48324 -4.94385 -2.01019 -0.899 0.361 0.007
```
Forces are in eV/Å.

The frontier orbital gap (spin up / spin down) comes out at 10.37 / 3.87 eV. The calculation puts the HOMO energy (spin up / spin down) at -11.84 / -11.84 eV. As for the multiplicity: 2.


Number 1: E_tot -55189.0449 eV. Number 2: E_tot -66807.6228 eV. Number 3: E_tot -169778.3596 eV. Number 4: E_tot -26426.0577 eV. Number 5: E_tot -45889.4963 eV.